Record 1
15
Properties=species:S:1:pos:R:3:lowdin_charge:R:1 method="wB97M-V/def2-TZVPD" multiplicity=1 homo_lumo_gap_ev=7.127 charge=-1 e_above_lowest_kj_mol=251.1 e_lumo_ev=4.20
C -0.59744 -0.17688 -1.40962 -0.204
C -0.15686 1.04929 -0.68798 -0.327
O -0.85929 0.98788 0.54542 -0.223
C -0.85874 -1.26500 -0.30692 -0.418
O -0.71461 -1.30324 1.09400 -0.353
H -0.01180 -0.34902 -2.31146 0.079
H -1.63457 -0.37022 -1.80540 0.098
H 0.92054 1.29566 -0.36677 0.101
H -0.42542 2.06284 -1.16729 0.102
H -0.65298 0.14144 1.14571 0.020
H -1.94290 -1.61149 -0.56861 0.093
H -0.22019 -2.09138 -0.57539 0.062
H 2.12754 0.94117 1.50017 0.007
H 2.27617 0.01932 2.73169 0.044
O 2.75056 0.66963 2.18246 -0.081


Record 2
25
Properties=species:S:1:pos:R:3:lowdin_charge:R:1 method="wB97M-V/def2-TZVPD" multiplicity=1 homo_lumo_gap_ev=9.328 smiles="C[Si](C)(C)C1=CS(=O)(=O)C[C@H]1Br" e_above_lowest_kj_mol=0.0 e_lumo_ev=-0.38
C -1.24773 -1.25475 0.85621 -0.043
C -0.46597 -0.28062 0.06040 -0.329
C -2.42473 -0.31745 -1.36395 -0.262
C -1.21519 0.42376 -1.03356 -0.707
C 2.42549 -1.32338 0.10319 -0.183
C 1.21504 1.19396 2.08365 -0.178
C 1.76016 1.34259 -1.18003 -0.163
O -3.57978 -0.25582 0.95799 -0.325
O -3.40848 -2.55004 -0.13340 -0.314
Si 1.28089 0.23197 0.40210 0.612
S -2.89206 -1.23930 0.16058 0.662
Br -1.61787 2.27754 -0.37806 0.734
H -1.03491 -1.79561 1.64065 0.029
H -3.25951 0.24926 -1.56185 0.068
H -2.20335 -1.04302 -2.14713 0.123
H -0.62377 0.50641 -1.94549 0.089
H 2.53654 -1.89744 0.97348 -0.024
H 2.11168 -2.12484 -0.73711 0.093
H 3.41917 -0.86349 -0.04953 0.019
H 1.01553 2.30888 1.92513 0.051
H 0.52404 0.79067 2.89884 0.056
H 2.10302 1.04361 2.64138 -0.015
H 1.29085 2.31826 -1.04056 0.009
H 2.76085 1.48823 -1.07667 -0.025
H 1.53008 0.77060 -2.05627 0.025


Record 3
46
Properties=species:S:1:pos:R:3:lowdin_spin:R:1 method="wB97M-V/def2-TZVPD" s2=6.0226 multiplicity=5 homo_lumo_gap_ev="8.484 / 4.708" charge=+2 e_lumo_ev="-6.82 / -10.76"
C -1.37495 2.62415 5.01578 0.077
C -1.80699 3.71831 4.03115 0.006
H -2.20058 1.94022 5.21633 0.005
H -1.08501 3.04847 5.98545 0.010
H -0.48967 2.09844 4.62729 0.032
H -2.22669 3.30749 3.11500 0.004
H -2.56223 4.36637 4.49888 0.001
H -0.95689 4.37029 3.80726 0.000
C -1.15598 -3.03908 0.96940 0.019
C -1.60574 -4.28180 0.52571 0.009
C -2.25801 -4.36876 -0.71261 -0.005
C -2.43706 -3.21025 -1.45641 0.010
H -0.58342 -2.90096 1.88156 0.009
H -1.42873 -5.17412 1.12482 0.001
H -2.61016 -5.32040 -1.11867 0.000
H -2.76960 -3.21711 -2.48867 0.002
N -1.45011 -1.92349 0.27669 0.212
C -2.11064 -1.96479 -0.89360 0.018
C -2.20094 -0.69432 -1.57343 0.015
N -1.63518 0.35678 -0.92977 0.123
C -1.51901 1.56207 -1.51642 0.023
C -2.50407 0.66470 -3.53027 -0.001
C -1.97359 1.75057 -2.81498 0.005
H -1.02956 2.32785 -0.92078 0.008
H -1.90097 2.73627 -3.27732 0.001
C -2.56617 -0.57989 -2.91553 0.002
H -2.80170 -1.50601 -3.43534 0.001
H -2.85739 0.75371 -4.55818 0.000
Pt -0.89339 0.03054 0.97505 1.460
I -1.19849 0.02945 3.34176 0.932
O 0.55648 -0.98493 -1.91176 0.089
C 1.31221 -0.41078 -1.11716 0.032
N 0.97224 0.02536 0.14655 0.632
S 2.25868 0.27499 1.22971 0.012
O 2.17020 1.57596 1.82763 0.038
O 2.46644 -0.89752 2.04360 0.056
C 3.38074 0.28744 -0.14668 0.046
C 4.74096 0.58272 -0.12512 -0.003
C 5.42510 0.59143 -1.35047 0.043
C 4.77377 0.25276 -2.55519 0.025
C 3.43612 -0.15382 -2.53721 0.003
C 2.74394 -0.09266 -1.31923 0.047
H 5.23004 0.78507 0.82762 -0.001
H 6.48084 0.87781 -1.34575 0.002
H 5.33691 0.28101 -3.49305 0.001
H 2.90827 -0.49955 -3.42367 0.000


Record 4
14
Properties=species:S:1:pos:R:3:lowdin_charge:R:1 method="wB97M-V/def2-TZVPD" multiplicity=1 homo_lumo_gap_ev=10.471 smiles="C=C=C.C#CC" e_above_lowest_kj_mol=373.3 e_lumo_ev=0.95
C -1.24932 0.85321 -0.87080 0.074
C -0.71165 1.56512 -0.05785 -0.206
C 0.42836 -1.88249 -0.61496 -0.197
C 1.18383 -1.57061 -1.65835 -0.005
C -0.26006 -2.05186 0.44265 -0.010
C -0.19271 2.21107 1.14415 -0.111
H -1.67029 0.13930 -1.52729 0.027
H 2.23526 -1.76313 -1.73706 0.040
H 0.92112 -1.07422 -2.59844 0.057
H -0.30618 -1.33748 1.11921 0.002
H -0.86800 -2.99473 0.54480 0.094
H 0.69861 1.80221 1.49322 0.042
H -0.87897 1.78513 1.90851 0.097
H -0.02282 3.29717 0.92964 0.096